Computed, not measured: a structure of composition C30H33BN3O4Ru, with ωB97M-V/def2-TZVPD.

Positions of all 72 atoms, in Å:
Ru: 0.6663 -0.0577 0.0141
C: 1.7869 4.2469 0.1235
O: 0.4061 4.0556 0.5151
C: 0.1612 2.7451 0.3621
N: 1.1638 1.9842 0.0407
C: 2.3655 2.8205 -0.0130
C: 3.1740 2.6415 -1.2712
C: 2.5527 2.5229 -2.5091
C: 3.3104 2.4023 -3.6635
C: 4.6976 2.4070 -3.5913
C: 5.3221 2.5292 -2.3592
C: 4.5607 2.6419 -1.2039
C: -1.1460 2.1706 0.6012
C: -2.3499 2.7925 0.8393
C: -3.4982 2.0047 0.9997
C: -3.4139 0.6069 0.8934
C: -2.1858 0.0344 0.6634
N: -1.0604 0.8055 0.5539
C: -1.8396 -1.3589 0.4886
N: -0.6109 -1.7019 0.2526
C: -0.5544 -3.1650 0.2309
C: -2.0478 -3.5331 0.1072
O: -2.7457 -2.3500 0.5663
C: 0.0776 -3.7427 1.4777
C: -0.2055 -3.2177 2.7320
C: 0.2982 -3.8226 3.8746
C: 1.0945 -4.9544 3.7728
C: 1.3954 -5.4720 2.5203
C: 0.8892 -4.8662 1.3800
H: 2.2731 4.8453 0.8901
H: 1.7964 4.7822 -0.8263
H: 2.9966 2.5478 0.8360
H: 1.4702 2.4948 -2.5616
H: 2.8187 2.2963 -4.6220
H: 5.2878 2.3091 -4.4933
H: 6.4028 2.5249 -2.2940
H: 5.0459 2.7086 -0.2366
H: -2.3967 3.8719 0.8891
H: -4.4531 2.4748 1.1838
H: -4.2913 -0.0190 0.9823
H: 0.0054 -3.4961 -0.6441
H: -2.3453 -4.3656 0.7387
H: -2.3435 -3.7162 -0.9269
H: -0.8141 -2.3250 2.8180
H: 0.0719 -3.4057 4.8474
H: 1.4876 -5.4244 4.6652
H: 2.0290 -6.3455 2.4305
H: 1.1382 -5.2608 0.4016
C: 1.6229 -0.7092 -1.4223
H: 2.2900 -0.0906 -2.0324
H: 1.5452 -1.7279 -1.8213
C: 5.7603 -0.3143 1.8302
C: 4.7681 -0.9531 0.8774
C: 5.4052 -1.1608 -0.4918
O: 3.6449 -0.0674 0.7041
B: 2.5139 -0.8597 0.4696
O: 2.8078 -2.1941 0.7391
C: 4.0806 -2.2400 1.4129
C: 3.8109 -2.1811 2.9117
C: 4.7744 -3.5406 1.0560
H: 6.1887 0.5759 1.3664
H: 6.5778 -1.0022 2.0582
H: 5.2807 -0.0186 2.7613
H: 5.6800 -0.1916 -0.9088
H: 4.6999 -1.6349 -1.1766
H: 6.3006 -1.7814 -0.4248
H: 3.3299 -1.2399 3.1818
H: 4.7318 -2.2839 3.4889
H: 3.1403 -2.9988 3.1753
H: 4.8305 -3.6755 -0.0228
H: 4.2122 -4.3750 1.4781
H: 5.7858 -3.5671 1.4682

Cartesian forces (eV/Å) of the 6 atoms listed first:
-0.123 -0.216 -0.063
-0.015 -0.018 0.026
0.000 0.020 -0.003
0.002 -0.022 0.003
-0.109 0.051 0.033
0.049 -0.016 0.017

## Properties
- strongest force on any atom (eV Å⁻¹) = 0.26
- multiplicity = 2
- gap between HOMO and LUMO (alpha / beta) (eV) = 5.863 / 6.905
- charge = 0
- LUMO level (alpha / beta) (eV) = 0.2 / -0.1
- energy (Eh) = -1748.02157
- ΔE to the lowest compared entry with this formula, charge and spin (kJ/mol) = 0.0
- expectation value of S² = 0.77
- HOMO energy (alpha / beta) (eV) = -5.7 / -7.0

Table of Mulliken atomic charges, one value per atom, all in e: atom 1 (Ru): 0.26, atom 2 (C): -0.34, atom 3 (O): -0.50, atom 4 (C): 0.14, atom 5 (N): 0.04, atom 6 (C): -0.47, atom 7 (C): 0.46, atom 8 (C): -0.31, atom 9 (C): -0.61, atom 10 (C): -0.55, atom 11 (C): -0.64, atom 12 (C): -0.43, atom 13 (C): -0.15, atom 14 (C): -0.28, atom 15 (C): -0.63, atom 16 (C): -0.29, atom 17 (C): -0.45, atom 18 (N): -0.39, atom 19 (C): 0.51, atom 20 (N): 0.15, atom 21 (C): -0.61, atom 22 (C): -0.67, atom 23 (O): -0.50, atom 24 (C): 0.63, atom 25 (C): -0.22, atom 26 (C): -0.77, atom 27 (C): -0.55, atom 28 (C): -0.57, atom 29 (C): -0.33, atom 30 (H): 0.33, atom 31 (H): 0.31, atom 32 (H): 0.57, atom 33 (H): 0.33, atom 34 (H): 0.40, atom 35 (H): 0.41, atom 36 (H): 0.43, atom 37 (H): 0.33, atom 38 (H): 0.54, atom 39 (H): 0.42, atom 40 (H): 0.55, atom 41 (H): 0.62, atom 42 (H): 0.37, atom 43 (H): 0.28, atom 44 (H): 0.37, atom 45 (H): 0.38, atom 46 (H): 0.40, atom 47 (H): 0.40, atom 48 (H): 0.34, atom 49 (C): -0.99, atom 50 (H): 0.18, atom 51 (H): 0.34, atom 52 (C): -1.92, atom 53 (C): 1.26, atom 54 (C): -1.67, atom 55 (O): -0.35, atom 56 (B): 1.54, atom 57 (O): -0.51, atom 58 (C): 1.63, atom 59 (C): -1.57, atom 60 (C): -1.85, atom 61 (H): 0.47, atom 62 (H): 0.34, atom 63 (H): 0.37, atom 64 (H): 0.37, atom 65 (H): 0.27, atom 66 (H): 0.35, atom 67 (H): 0.34, atom 68 (H): 0.38, atom 69 (H): 0.18, atom 70 (H): 0.39, atom 71 (H): 0.39, atom 72 (H): 0.35

***

Computed, not measured: a structure of composition C30H33ClN4O8SiTa, with ωB97M-V/def2-TZVPD.

Positions of all 78 atoms, in Å:
Ta: -0.0231 -0.1261 -0.0495
O: 4.3649 -1.3201 -2.8717
C: 3.3810 -0.9868 -2.0466
O: 2.5259 -0.1823 -2.3328
C: 3.4242 -1.6875 -0.7345
C: 4.4275 -2.5990 -0.4209
C: 4.4009 -3.2129 0.8251
C: 3.4015 -2.8610 1.7144
C: 2.4623 -1.9095 1.3233
N: 2.4509 -1.3572 0.1186
C: 1.4237 -1.3957 2.3042
O: 1.3402 -1.8500 3.4183
O: 0.7065 -0.4286 1.8357
H: 4.3171 -0.8046 -3.6948
H: 5.2056 -2.8107 -1.1384
H: 5.1581 -3.9314 1.1018
H: 3.3175 -3.2910 2.6985
C: -3.4699 1.1623 -2.6302
Si: -3.2574 0.1133 -1.0274
C: -2.9713 -1.6367 -1.7398
C: -4.7708 -0.0109 0.1446
N: -1.8925 0.8478 -0.1361
C: -2.1283 2.0716 0.4804
C: -3.2999 2.8140 0.2897
C: -3.5447 4.0116 0.9350
C: -2.6131 4.5397 1.8077
C: -1.4249 3.8595 2.0009
C: -1.1882 2.6513 1.3648
O: 0.0091 1.9684 1.4925
C: 0.9475 2.2739 2.4643
C: 2.2759 2.2460 2.0492
C: 3.2845 2.5486 2.9444
C: 2.9747 2.8867 4.2524
C: 1.6551 2.8689 4.6726
C: 0.6359 2.5435 3.7913
H: -3.9582 0.5704 -3.3981
H: -2.5094 1.4869 -3.0252
H: -4.0682 2.0560 -2.4950
H: -3.9402 -2.0570 -1.9871
H: -2.5067 -2.3155 -1.0375
H: -2.3860 -1.6228 -2.6526
H: -5.6763 0.3265 -0.3530
H: -4.6551 0.5817 1.0488
H: -4.9382 -1.0430 0.4420
H: -4.0492 2.4470 -0.3840
H: -4.4715 4.5327 0.7502
H: -2.7981 5.4656 2.3265
H: -0.6654 4.2823 2.6396
H: 2.4987 1.9695 1.0271
H: 4.3124 2.5293 2.6155
H: 3.7604 3.1531 4.9428
H: 1.4140 3.1011 5.6985
H: -0.3881 2.4900 4.1297
Cl: -3.4259 -3.1105 1.8002
C: -1.9550 -2.4073 2.5125
C: -0.9264 -2.5692 1.4163
O: -0.1382 -3.4976 1.3694
O: -0.9697 -1.6811 0.4774
H: -1.6873 -2.9732 3.4044
H: -2.1433 -1.3552 2.7319
N: 0.8041 -3.4359 -1.2772
C: 0.6000 -2.6243 -2.3282
C: 0.9433 -3.1095 -3.6153
C: 0.7994 -2.3063 -4.7121
C: 0.3008 -1.0128 -4.5287
C: -0.0047 -0.6030 -3.2567
N: 0.1406 -1.3690 -2.1595
H: 0.9920 -4.4021 -1.4897
H: 0.4212 -3.2709 -0.3471
H: 1.3147 -4.1208 -3.6962
H: 1.0609 -2.6643 -5.6961
H: 0.1623 -0.3508 -5.3662
H: -0.3916 0.3876 -3.0790
C: 1.1454 2.3450 -1.5583
O: 0.7569 1.1962 -0.8990
H: 0.2621 2.8161 -2.0053
H: 1.8712 2.1014 -2.3410
H: 1.5857 3.0574 -0.8515

Cartesian forces (eV/Å) of the 6 atoms listed first:
-1.316 -0.350 1.473
0.585 -0.355 -0.117
-0.637 0.700 -0.496
0.798 -0.138 0.046
0.291 -0.320 0.073
-0.255 0.242 -0.033

## Properties
- strongest force on any atom (eV Å⁻¹) = 2.82
- multiplicity = 1
- gap between HOMO and LUMO (eV) = 6.872
- charge = +1
- LUMO level (eV) = -3.6
- energy (Eh) = -2790.68849
- ΔE to the lowest compared entry with this formula, charge and spin (kJ/mol) = 136.7
- HOMO energy (eV) = -10.4

Table of Mulliken atomic charges, one value per atom, all in e: atom 1 (Ta): 1.67, atom 2 (O): -0.52, atom 3 (C): -0.21, atom 4 (O): -0.25, atom 5 (C): 0.70, atom 6 (C): -0.72, atom 7 (C): -0.68, atom 8 (C): -1.25, atom 9 (C): 0.49, atom 10 (N): 0.75, atom 11 (C): 0.16, atom 12 (O): -0.64, atom 13 (O): -0.48, atom 14 (H): 0.40, atom 15 (H): 0.59, atom 16 (H): 0.48, atom 17 (H): 0.61, atom 18 (C): -1.38, atom 19 (Si): 0.94, atom 20 (C): -0.97, atom 21 (C): -1.35, atom 22 (N): 0.51, atom 23 (C): 0.35, atom 24 (C): -0.59, atom 25 (C): -1.37, atom 26 (C): -0.88, atom 27 (C): -1.01, atom 28 (C): 0.85, atom 29 (O): 0.29, atom 30 (C): 0.43, atom 31 (C): -0.07, atom 32 (C): -1.04, atom 33 (C): -0.61, atom 34 (C): -0.83, atom 35 (C): -0.28, atom 36 (H): 0.39, atom 37 (H): 0.26, atom 38 (H): 0.45, atom 39 (H): 0.60, atom 40 (H): -0.05, atom 41 (H): 0.32, atom 42 (H): 0.40, atom 43 (H): 0.39, atom 44 (H): 0.46, atom 45 (H): 0.30, atom 46 (H): 0.44, atom 47 (H): 0.46, atom 48 (H): 0.58, atom 49 (H): 0.25, atom 50 (H): 0.47, atom 51 (H): 0.43, atom 52 (H): 0.43, atom 53 (H): 0.67, atom 54 (Cl): -0.17, atom 55 (C): -0.02, atom 56 (C): 0.29, atom 57 (O): -0.58, atom 58 (O): -0.22, atom 59 (H): 0.46, atom 60 (H): 0.03, atom 61 (N): 0.11, atom 62 (C): 0.27, atom 63 (C): -1.33, atom 64 (C): -0.76, atom 65 (C): -1.13, atom 66 (C): -0.54, atom 67 (N): 1.06, atom 68 (H): 0.26, atom 69 (H): -0.12, atom 70 (H): 0.50, atom 71 (H): 0.46, atom 72 (H): 0.53, atom 73 (H): 0.12, atom 74 (C): -1.01, atom 75 (O): 0.55, atom 76 (H): 0.30, atom 77 (H): 0.29, atom 78 (H): 0.29

***

> The highest energy belongs to which entry?

C30H33BN3O4Ru

***

> energy of number 2 (C30H33ClN4O8SiTa)?

-2790.68849 Eh

***

> Which value of multiplicity does entry 1 give?

2

***

> What is the formula in the first record?

C30H33BN3O4Ru